(1)
This record from OMol25 describes a cluster of 2 separate species, C4H12 in total. The level of theory is wB97M-V/def2-TZVPD.

Properties
Highest occupied orbital energy   -0.415 Eh
Relative energy (zero: lowest compared OMol25 entry of this formula, charge and spin)   1.264 eV
Net charge   0
Structure (SMILES)   CC.CC
Frontier orbital gap   12.43 eV

Cartesian coordinates (Å):
C  1.896756  -0.268486  -1.275717
C  0.932939  -1.458961  -1.363671
H  2.799934  -0.539027  -1.645098
H  1.508027  0.596455  -1.893016
H  1.846788  0.080090  -0.370480
H  1.292002  -2.435731  -0.876461
H  0.052217  -0.996820  -0.901917
H  0.888176  -1.870363  -2.392214
C  -0.908056  1.226489  1.797889
C  -1.945768  0.576228  0.892909
H  -1.111978  0.924311  2.794768
H  0.024839  0.737123  1.477979
H  -0.756772  2.273776  1.827766
H  -2.303648  -0.290325  1.475583
H  -1.417974  0.271836  -0.031971
H  -2.797478  1.173402  0.483646

Force components x, y, z for each atom (eV/Å):
-3.1 -0.8 -4.8
0.9 -1.0 -0.1
3.1 -0.4 -0.7
0.3 -1.0 0.3
0.6 1.8 5.3
-0.5 1.8 0.3
-0.5 -1.3 -0.5
-0.9 0.9 0.3
0.5 -1.2 -0.6
-0.4 0.2 -1.0
0.0 -0.2 1.1
0.1 0.4 0.6
-0.1 1.1 -0.5
-0.2 0.2 -0.9
-0.5 -0.3 0.5
0.5 -0.2 0.9



(2)
This record from OMol25 describes a cluster of 3 separate species, C3H10O3 in total. The level of theory is wB97M-V/def2-TZVPD.

Properties
Highest occupied orbital energy   -0.336 Eh
Relative energy (zero: lowest compared OMol25 entry of this formula, charge and spin)   1.939 eV
Net charge   0
Structure (SMILES)   C=C(C)O.O.O
Frontier orbital gap   9.47 eV

Cartesian coordinates (Å):
C  -1.668572  -1.699531  -0.633818
C  -1.384121  -0.429350  -0.360905
O  -2.120408  0.271873  0.798559
C  -0.803301  0.585543  -1.246849
H  -0.987763  -2.241754  -1.307854
H  -2.645437  -2.035869  -0.179468
H  -2.432333  -0.518583  1.324103
H  -1.533032  1.405823  -1.261647
H  0.105767  0.990807  -0.771865
H  -0.335078  0.225870  -2.114354
H  2.192647  2.695974  3.171152
H  1.833073  1.331882  2.443962
O  1.893131  1.714573  3.327118
H  2.497726  -1.484084  -1.646637
H  3.483275  -0.398380  -1.603340
O  2.846917  -0.825403  -2.201254

Force components x, y, z for each atom (eV/Å):
-0.6 0.3 0.8
-2.8 1.2 1.8
1.2 -3.1 -2.1
1.7 1.2 2.5
-1.1 0.1 0.1
1.7 -0.6 -0.4
0.4 1.4 -0.6
0.3 -0.3 -0.7
-0.3 0.4 0.3
-0.5 -0.6 -1.7
-0.9 -2.9 0.4
0.0 0.1 0.1
0.9 2.8 -0.4
-1.0 -1.6 0.9
-0.2 0.0 -0.5
1.1 1.5 -0.4



(3)
This record from OMol25 describes a structure of composition C20H34N11NdO12SSe. The level of theory is wB97M-V/def2-TZVPD.

Properties
Highest occupied orbital energy (alpha / beta)   -0.128 / -0.129 Eh
Spin multiplicity   4
Net charge   -2
<S²>   3.753
Frontier orbital gap (alpha / beta)   7.00 / 7.01 eV

Cartesian coordinates (Å):
Nd  -0.462645  -2.049746  -0.782250
N  1.184566  -3.167375  1.120355
C  0.704014  -3.322669  2.477012
C  -0.073204  -2.045943  2.822662
N  -1.133355  -1.829788  1.847969
C  -2.412683  -2.452713  2.180293
C  -2.701770  -3.675220  1.297641
N  -2.964192  -3.215678  -0.062888
H  1.944393  -2.488413  1.074036
H  1.504487  -4.043059  0.706620
H  0.041875  -4.192461  2.516589
H  1.508129  -3.480423  3.219971
H  -0.472185  -2.100479  3.848931
H  0.613477  -1.199037  2.751980
H  -1.264579  -0.826570  1.736697
H  -2.435400  -2.747665  3.240339
H  -3.220699  -1.739625  1.995768
H  -1.830416  -4.335116  1.251287
H  -3.559624  -4.230559  1.721463
H  -2.988096  -4.010158  -0.694973
H  -3.863216  -2.738356  -0.092601
N  -1.480149  -2.528860  -3.197819
C  -1.005397  -1.657520  -4.282457
C  0.111771  -0.673833  -3.843015
O  0.825292  -0.182397  -4.728326
N  0.116940  -0.392191  -2.547085
C  1.200177  0.484527  -2.140904
C  1.582572  0.358889  -0.657306
O  2.534789  1.076510  -0.266432
O  0.933657  -0.396118  0.101970
H  -0.844170  -3.336552  -3.173352
H  -2.396562  -2.903759  -3.449636
H  -1.841510  -1.059490  -4.670576
H  -0.593335  -2.240390  -5.117117
H  0.928586  1.541824  -2.300960
H  2.103603  0.299417  -2.744774
C  5.331542  2.513952  -0.004462
C  4.932636  3.873956  -0.521952
S  3.787300  4.697923  0.627028
O  4.159327  4.396080  1.992532
O  3.777045  6.108133  0.300519
C  2.153408  3.992531  0.282745
C  1.240675  4.300443  1.460340
N  0.280540  3.261298  1.743992
C  0.546978  2.061435  2.314711
N  -0.557181  1.357668  2.517537
C  -1.573206  2.100477  2.065451
C  -1.093853  3.307882  1.577448
N  -1.832455  4.369538  1.076497
O  -1.256547  5.325250  0.553011
O  -3.051606  4.316069  1.203114
C  1.906847  1.610771  2.644683
H  6.153339  2.116969  -0.596518
H  4.492364  1.824052  -0.065285
H  5.649027  2.601855  1.031380
H  4.391176  3.815203  -1.460022
H  5.774831  4.552715  -0.629210
H  2.306841  2.918936  0.129514
H  1.818242  4.454039  -0.639761
H  0.693257  5.223822  1.269648
H  1.877380  4.439817  2.340349
H  -2.589286  1.764174  2.086187
H  2.544103  2.434258  2.962150
H  2.339898  1.185349  1.726712
H  1.860211  0.843182  3.410725
N  -2.752366  0.393462  -2.393509
C  -3.138265  -0.189597  -1.224352
O  -2.258558  -0.478465  -0.371953
C  -4.539139  -0.379734  -1.015645
C  -5.450514  -0.237998  -2.050073
N  -6.216210  -0.169600  -2.914954
C  -5.059823  -0.776015  0.207392
N  -5.523464  -1.108422  1.215349
H  -1.748245  0.334954  -2.572677
H  -3.398805  0.463637  -3.161910
O  0.467282  -4.968022  -3.160974
Se  0.779546  -4.448579  -1.674563
O  1.383042  -2.936523  -1.694838
O  -0.651518  -4.318876  -0.874856
O  1.749064  -5.447003  -0.870608

Force components x, y, z for each atom (eV/Å):
-2.2 2.2 1.6
0.5 -0.1 -0.2
-0.1 0.4 0.3
0.2 -0.4 -0.1
-0.1 0.6 0.2
-0.2 -0.4 -0.3
-0.1 0.1 0.3
-0.1 -0.2 -0.2
-0.2 -0.2 -0.1
0.2 0.0 0.2
0.0 0.0 0.0
-0.2 0.0 -0.1
0.1 0.1 -0.1
-0.1 0.0 0.1
0.0 -0.1 0.1
0.0 0.1 -0.1
0.1 0.0 0.2
-0.1 0.0 0.1
0.3 0.1 0.0
0.0 0.1 0.0
0.2 -0.1 -0.1
0.0 -0.2 -0.3
0.4 0.2 -0.1
-0.7 -0.1 -0.4
0.1 -0.1 -0.1
0.3 0.0 0.4
0.0 0.0 0.0
0.6 1.0 -0.8
0.0 -0.2 -0.3
-0.2 -0.3 0.5
-0.4 -0.1 -0.4
0.3 0.1 0.3
0.2 -0.1 0.1
-0.1 0.2 0.1
0.2 -0.1 0.0
-0.2 0.1 0.2
0.0 -0.2 0.1
-0.6 0.0 0.5
0.2 0.5 -0.2
0.0 -0.5 0.0
-0.2 0.0 -0.4
0.7 0.1 0.1
0.5 0.7 0.2
-0.2 -0.2 -0.1
-0.1 0.3 0.0
0.1 -0.3 0.1
0.0 0.8 -0.3
0.1 -1.4 0.6
-0.8 0.8 -0.2
0.0 -0.2 0.0
0.3 -0.1 -0.1
0.3 -0.1 -0.2
0.1 0.0 -0.1
0.0 -0.1 0.0
0.1 -0.1 0.1
-0.1 0.0 -0.2
-0.1 0.2 0.1
0.0 -0.1 0.0
-0.1 0.0 -0.2
0.2 -0.3 0.2
-0.3 -0.1 0.0
-0.3 0.0 0.0
0.1 0.0 0.1
0.0 0.0 0.2
0.0 0.0 0.1
0.0 -0.2 0.3
0.3 0.6 -0.3
-0.7 0.6 0.0
0.6 0.0 0.0
-0.6 0.0 -0.8
0.0 0.1 -0.2
-0.2 -0.1 0.9
0.0 -0.1 0.1
0.0 0.0 -0.1
0.0 0.0 0.1
-0.3 0.1 -0.9
1.3 -3.7 -1.0
1.0 0.6 -0.5
-0.7 -0.5 0.2
0.5 -0.2 0.6



(4)
This record from OMol25 describes a cluster of 8 separate species, C44H84F2N14O4S2 in total. The level of theory is wB97M-V/def2-TZVPD.

Properties
Highest occupied orbital energy   -0.785 Eh
Net charge   +6
Frontier orbital gap   10.04 eV

Cartesian coordinates (Å):
C  -3.391415  18.282873  -24.053413
C  -3.559378  19.429185  -23.040682
N  -4.831453  19.253349  -22.315478
C  -5.943267  20.060235  -22.644625
C  -7.021487  19.389324  -22.204789
N  -6.664246  18.124164  -21.772159
C  -5.332197  18.156809  -21.736473
C  -7.519984  17.065514  -21.279187
H  -2.761365  18.477396  -24.920783
H  -4.357072  18.184619  -24.562699
H  -3.101443  17.342965  -23.591570
H  -3.542729  20.430862  -23.463590
H  -2.733054  19.454927  -22.328196
H  -5.821324  20.968679  -23.208391
H  -8.055589  19.689791  -22.276186
H  -4.775186  17.299213  -21.387814
H  -6.941803  16.316791  -20.740004
H  -7.876893  16.471680  -22.126200
H  -8.433351  17.334852  -20.754306
C  -11.499777  24.807739  -20.975504
C  -11.398305  23.292411  -20.892135
N  -10.165743  22.893604  -20.125601
C  -9.011619  23.608299  -20.103603
C  -8.157552  22.950361  -19.253508
N  -8.739087  21.786905  -18.854200
C  -9.991665  21.794415  -19.396620
C  -8.216277  20.778448  -17.921965
H  -11.563657  25.301935  -20.009690
H  -12.430233  24.960789  -21.524250
H  -10.671613  25.185085  -21.567909
H  -11.372947  22.821741  -21.876203
H  -12.235432  22.784817  -20.412902
H  -8.855354  24.608005  -20.467045
H  -7.177718  23.226026  -18.896359
H  -10.728855  21.029868  -19.211649
H  -7.827775  21.254593  -17.028449
H  -7.476587  20.213356  -18.487317
H  -9.060156  20.126947  -17.693947
C  -6.506265  15.277994  -17.945698
C  -7.796660  15.915811  -17.299633
N  -7.426465  16.459162  -15.993558
C  -6.376376  17.332869  -15.724524
C  -6.366160  17.544414  -14.383146
N  -7.468769  16.933268  -13.844461
C  -8.031037  16.221582  -14.832924
C  -8.015861  16.900091  -12.480553
H  -5.765651  16.035084  -18.188562
H  -6.768616  14.798727  -18.891247
H  -6.220105  14.464229  -17.284248
H  -8.506422  15.101611  -17.216705
H  -8.147636  16.751504  -17.899993
H  -5.649390  17.618170  -16.464027
H  -5.633745  18.074956  -13.795866
H  -9.012112  15.771057  -14.830015
H  -7.881098  15.916836  -12.032016
H  -9.079858  17.100711  -12.578601
H  -7.485937  17.601124  -11.841594
C  -12.002861  13.996957  -19.467675
C  -10.919131  13.194171  -18.738389
N  -11.449683  12.654924  -17.446765
C  -12.102704  13.299298  -16.432098
C  -12.388536  12.392952  -15.465986
N  -11.779140  11.205078  -15.864386
C  -11.292149  11.384432  -17.107222
C  -11.734942  9.915826  -15.118563
H  -11.752526  14.067927  -20.525858
H  -12.102049  15.010067  -19.072626
H  -12.931925  13.431450  -19.393967
H  -9.958704  13.672533  -18.568653
H  -10.733424  12.287770  -19.314078
H  -12.251253  14.367268  -16.443630
H  -12.792975  12.473658  -14.470736
H  -10.741532  10.602156  -17.606474
H  -12.664591  9.352494  -15.157914
H  -11.433362  10.178615  -14.110289
H  -11.004637  9.328456  -15.671485
C  -16.263881  14.624365  -18.318060
C  -17.047914  13.330598  -18.101529
N  -16.154332  12.220915  -18.451461
C  -15.221641  11.594725  -17.691602
C  -14.569719  10.609404  -18.383331
N  -15.112204  10.757081  -19.655848
C  -16.016299  11.725906  -19.698268
C  -14.676102  10.023016  -20.858346
H  -15.325063  14.817695  -17.797315
H  -16.879499  15.520013  -18.221763
H  -15.956655  14.637149  -19.371280
H  -18.012877  13.396855  -18.599323
H  -17.334294  13.191937  -17.057935
H  -14.982567  11.869951  -16.676364
H  -13.650271  10.091711  -18.184505
H  -16.740731  11.842594  -20.489974
H  -13.642517  10.337607  -21.039901
H  -15.189284  10.160092  -21.803298
H  -14.541598  8.985125  -20.557547
C  -12.655159  22.984223  -14.241550
C  -11.648044  23.434627  -13.185518
N  -10.366167  22.756917  -13.299922
C  -10.189638  21.437202  -13.007587
C  -8.912352  21.116741  -13.372882
N  -8.343621  22.255803  -13.875401
C  -9.270930  23.232528  -13.906272
C  -6.975014  22.350102  -14.348595
H  -12.113999  23.085946  -15.185354
H  -13.529622  23.626245  -14.199889
H  -12.893224  21.928700  -14.113952
H  -11.974605  23.298799  -12.152537
H  -11.567584  24.518477  -13.278682
H  -10.943315  20.880908  -12.476354
H  -8.325233  20.216563  -13.361463
H  -9.003077  24.272005  -14.019332
H  -6.886610  22.872682  -15.298622
H  -6.477468  21.386285  -14.332652
H  -6.447054  22.989723  -13.635695
C  -17.432678  19.866676  -14.425869
C  -16.557072  19.631833  -15.646489
C  -16.459555  20.742900  -16.681061
N  -16.311913  20.276091  -18.134030
C  -17.634500  19.764347  -18.601247
C  -15.196078  19.258347  -18.207477
C  -14.704016  19.286576  -19.651746
C  -15.184363  20.629322  -20.229653
C  -15.736519  21.383219  -19.028267
H  -17.185609  19.216262  -13.589222
H  -18.498560  19.767829  -14.630480
H  -17.293463  20.875399  -14.026830
H  -16.840541  18.672193  -16.090424
H  -15.551949  19.419104  -15.271079
H  -15.610287  21.398320  -16.481767
H  -17.301588  21.437470  -16.708980
H  -17.985517  19.012444  -17.902005
H  -17.542444  19.339394  -19.601125
H  -18.337944  20.587108  -18.717200
H  -15.587807  18.292035  -17.901550
H  -14.466234  19.586945  -17.469994
H  -15.170715  18.469888  -20.197514
H  -13.617625  19.254766  -19.707416
H  -15.973746  20.438870  -20.956219
H  -14.419084  21.210077  -20.736921
H  -16.642210  21.969718  -19.172772
H  -14.917093  21.838208  -18.476791
N  -11.216316  19.111618  -17.479746
S  -11.331913  19.383247  -15.953894
O  -10.363700  18.773172  -15.071155
O  -12.676331  19.591598  -15.474354
F  -10.718773  20.862376  -16.053298
S  -11.669082  17.554495  -17.525824
O  -13.095532  17.295038  -17.570726
O  -10.786153  16.591389  -16.911791
F  -11.338484  17.294013  -19.073702

Force components x, y, z for each atom (eV/Å):
-1.0 0.5 -0.6
1.7 -0.6 0.2
-2.1 0.4 -0.3
1.1 -1.0 0.7
-1.8 0.1 -0.9
0.7 2.1 1.1
1.1 -1.2 -0.7
-0.3 -1.6 -0.9
0.6 0.3 0.5
-0.1 -0.4 0.2
0.0 0.0 0.0
-0.4 -0.1 -0.2
-0.1 -0.2 0.1
-0.1 0.1 0.2
0.0 -0.2 -0.1
0.3 0.2 -0.2
0.1 0.4 0.4
0.0 0.3 -0.3
0.4 0.7 0.3
-0.6 -0.9 -0.4
0.3 -0.4 0.4
-0.4 -0.5 -0.4
1.2 0.3 1.5
0.7 0.4 -0.5
-2.0 0.6 -0.5
0.6 -0.4 0.6
-0.6 -0.1 -1.0
0.1 0.0 0.0
0.1 0.5 0.0
-0.1 0.3 0.0
0.4 0.2 -0.1
0.0 0.4 0.4
-0.3 -0.1 -0.4
0.0 0.1 -0.2
0.0 0.0 -0.1
0.1 0.0 0.0
0.3 0.0 0.4
0.3 0.0 0.2
-1.7 0.2 0.0
2.1 -0.3 -1.0
0.4 0.5 1.1
0.1 -0.8 0.0
0.1 0.7 0.1
-0.1 -1.4 -0.9
-1.0 0.8 -0.5
0.2 -0.2 0.2
0.4 -0.2 0.4
-0.2 0.1 0.0
0.8 0.2 0.0
-0.4 0.4 0.4
-0.4 -0.2 0.0
0.0 0.0 0.0
-0.1 0.0 0.1
0.1 -0.3 0.5
0.1 0.0 -0.2
0.0 0.3 0.3
-0.2 0.2 -0.2
0.6 0.0 0.2
-1.0 -0.7 0.0
0.6 0.0 -0.7
-0.4 0.8 0.1
1.3 -0.8 0.2
-1.1 0.1 -0.9
0.1 -0.6 1.8
0.3 0.5 -0.8
0.1 0.1 0.0
-0.2 -0.2 0.0
-0.1 0.2 0.0
-0.2 0.3 0.1
0.2 0.1 -0.1
-0.2 0.0 -0.1
-0.2 0.2 -0.1
-0.1 0.2 -0.4
-0.2 0.4 0.1
0.1 -0.5 0.1
0.3 -0.2 0.6
0.0 0.7 -1.3
0.8 1.0 1.7
-0.2 -0.5 -1.6
0.9 -0.5 1.9
-1.1 2.2 -1.3
0.0 -0.3 -1.6
-0.7 -1.0 1.1
2.1 -0.6 0.7
-0.2 -0.6 0.6
-0.2 -0.2 0.3
-0.1 0.0 -0.1
0.3 -0.7 -0.7
0.2 0.0 0.1
-0.5 0.1 0.0
-0.3 -0.5 0.1
0.2 0.3 -0.2
-0.1 0.2 -0.1
-0.8 0.1 0.5
-0.6 -0.2 -0.4
1.1 -0.4 0.2
-1.1 0.9 0.8
0.2 0.3 -1.1
0.6 -0.3 0.3
-0.2 0.3 0.1
-0.9 -0.1 -0.9
0.8 -0.4 1.5
0.7 1.1 0.8
-0.5 0.1 -0.3
-0.1 -0.1 -0.1
-0.3 0.1 0.0
-0.2 -0.2 -0.1
0.7 -0.1 -0.1
0.0 -0.1 -0.2
-0.3 -0.1 0.2
-0.4 0.1 -0.4
-0.2 -0.3 -0.2
-0.2 -0.1 -0.2
0.2 -0.2 0.0
-0.4 0.9 0.2
0.6 -1.0 0.3
-0.3 0.9 -0.5
1.2 -0.1 1.0
0.3 0.1 -0.8
-0.5 -0.2 0.1
0.0 0.3 0.1
-0.8 0.1 -0.1
-1.4 -1.0 0.3
0.1 -0.3 -0.3
0.0 -0.1 -0.1
0.0 0.0 -0.1
-0.2 0.2 -0.2
0.1 0.2 -0.2
0.2 -0.2 0.0
-0.3 -0.3 0.2
-0.1 0.1 0.0
0.2 -0.2 0.1
0.0 0.1 0.4
0.1 0.0 0.0
0.1 -0.1 -0.1
0.4 -0.1 -0.2
0.0 -0.5 0.1
0.0 0.2 -0.1
0.1 0.0 0.0
0.7 0.9 -0.4
-0.4 0.4 0.2
-0.4 -2.6 -0.5
0.3 3.5 4.1
-0.8 -0.3 -0.9
1.1 -0.6 -0.5
-0.2 0.2 -0.2
-1.2 -2.4 -3.6
1.5 0.6 1.1
-0.6 0.8 0.4
0.5 0.6 0.1



| no. | total energy (eV) |
| --- | --- |
| 1 | -4341.264 |
| 2 | -9413.594 |
| 3 | -153715.623 |
| 4 | -103087.253 |